{"formula": "C20H19N3O4S3", "method": "ωB97M-V/def2-TZVPD", "de_lowest_ev": 0.330, "fmax_ev_per_a": 1.466, "lumo_ev": 0.16, "total_charge": 0, "smiles": "CS(=O)(=O)Nc1cccc(C2=NN(S(=O)(=O)c3ccccc3)[C@@H](c3cccs3)C2)c1", "homo_ha": -0.3007, "elements": ["C", "H", "H", "H", "S", "O", "O", "N", "C", "C", "C", "C", "C", "C", "H", "H", "H", "C", "N", "N", "S", "O", "O", "C", "C", "C", "C", "C", "C", "H", "H", "H", "H", "H", "C", "C", "C", "C", "C", "S", "H", "H", "H", "H", "C", "H", "H", "H", "H"], "coordinates": [[-6.14, -0.55, -0.48], [-6.54, -0.17, 0.45], [-6.31, -1.62, -0.55], [-6.56, -0.05, -1.34], [-4.35, -0.29, -0.47], [-3.79, -1.00, 0.64], [-3.83, -0.55, -1.77], [-4.34, 1.36, -0.13], [-3.17, 2.09, 0.10], [-1.97, 1.44, 0.35], [-0.82, 2.17, 0.65], [-0.88, 3.57, 0.69], [-2.08, 4.21, 0.42], [-3.22, 3.48, 0.13], [-4.15, 3.99, -0.08], [-2.13, 5.28, 0.44], [0.00, 4.15, 0.91], [0.42, 1.46, 0.88], [0.51, 0.20, 0.68], [1.73, -0.27, 1.01], [2.18, -1.61, 0.05], [3.20, -2.30, 0.79], [2.50, -1.18, -1.29], [0.63, -2.48, 0.06], [0.38, -3.38, 1.08], [-0.87, -3.99, 1.13], [-1.82, -3.69, 0.17], [-1.55, -2.79, -0.85], [-0.31, -2.18, -0.90], [-0.06, -1.47, -1.67], [-2.30, -2.54, -1.58], [-2.79, -4.16, 0.22], [-1.09, -4.70, 1.91], [1.14, -3.58, 1.81], [2.66, 0.84, 1.34], [3.75, 0.92, 0.33], [4.94, 0.26, 0.36], [5.70, 0.45, -0.81], [5.08, 1.25, -1.71], [3.55, 1.78, -1.16], [5.42, 1.57, -2.68], [6.67, 0.01, -0.97], [5.25, -0.36, 1.18], [3.09, 0.61, 2.32], [1.72, 2.06, 1.38], [2.07, 2.86, 0.72], [1.60, 2.46, 2.39], [-1.91, 0.37, 0.33], [-5.03, 1.87, -0.67]], "mulliken_charge": [-1.23, 0.36, 0.40, 0.40, 1.25, -0.59, -0.63, -0.29, 1.00, -0.12, -0.03, -0.96, -0.87, -0.86, 0.38, 0.38, 0.43, 0.50, -0.38, 0.22, 1.52, -0.72, -0.64, 0.04, -0.44, -0.69, -0.41, -0.54, -0.31, 0.43, 0.50, 0.39, 0.39, 0.46, 0.20, -0.22, -0.25, -0.56, -0.48, -0.11, 0.46, 0.40, 0.43, 0.32, -1.31, 0.45, 0.37, 0.67, 0.28]}